i:
The following is a DFT calculation (the ωB97M-V functional and the def2-TZVPD basis) of a cluster of 2 separate species, C4H12O in total.

```
! RIJCOSX wB97M-V def2-TZVPD def2/J DEFGRID3
* xyz 0 1
C 1.6852 0.6096 0.1167
C 1.8717 -0.2375 -1.1422
O 2.8530 1.3428 0.4620
H 0.9188 1.3734 -0.0859
H 1.2939 0.1006 0.9933
H 2.2882 -1.2014 -0.8465
H 3.3282 1.6029 -0.2990
H 2.6044 0.2617 -1.7746
H 0.9206 -0.3422 -1.6568
C -1.5365 -0.3752 0.1644
C -2.9049 -0.4426 0.8724
H -0.9382 -1.2191 0.5362
H -1.5910 -0.6594 -0.8857
H -1.0557 0.5655 0.3906
H -2.8547 -0.9607 1.8288
H -3.6223 -0.9861 0.2575
H -3.2606 0.5676 1.0688
*
```

Properties
HOMO energy = -10.06 eV
orbital gap = 11.1 eV
structure (SMILES) = CCO.CC


ii:
The following is a DFT calculation (the ωB97M-V functional and the def2-TZVPD basis) of a cluster of 2 separate species, C4H12O in total.

```
! RIJCOSX wB97M-V def2-TZVPD def2/J DEFGRID3
* xyz 0 1
C 1.4621 -1.4358 0.8855
C 0.2564 -1.0841 1.7423
O 1.4420 -0.6619 -0.3465
H 2.4712 -1.1388 1.2170
H 1.4898 -2.4906 0.4856
H 0.1336 -1.7978 2.5747
H 0.5294 -0.3137 -0.4227
H -0.6013 -1.1490 1.0539
H 0.3267 -0.0979 2.1894
C -0.8206 1.0424 -1.2355
C -2.0400 1.9427 -0.9662
H -1.1375 0.0857 -1.6412
H -0.0898 1.4381 -1.9487
H -0.2495 0.9503 -0.3197
H -2.0142 2.4102 -0.0001
H -2.9419 1.3430 -1.0795
H -2.1526 2.7251 -1.6959
*
```

Properties
HOMO energy = -9.87 eV
orbital gap = 10.9 eV
structure (SMILES) = CCO.CC


iii:
The following is a DFT calculation (the ωB97M-V functional and the def2-TZVPD basis) of a cluster of 2 separate species, C4H12O in total.

```
! RIJCOSX wB97M-V def2-TZVPD def2/J DEFGRID3
* xyz 0 1
C 0.9072 -0.5627 0.0695
C 2.2433 -1.1616 -0.3940
C 0.8370 -0.5007 1.5669
H 0.8596 0.4710 -0.3569
H -0.0019 -1.0464 -0.2149
H 2.6096 -1.8630 0.2983
H 3.0946 -0.3453 -0.1161
H 1.8238 -0.1124 1.9050
H 0.0476 0.1333 1.8405
H 2.2113 -1.5020 -1.4119
H 0.8737 -1.4728 2.1139
C -2.9041 1.3268 -1.1052
O -1.8490 0.8264 -0.3126
H -1.3742 1.4680 0.1927
H -3.8113 1.4159 -0.5293
H -2.7060 2.2701 -1.5806
H -2.8613 0.6557 -1.9652
*
```

Properties
HOMO energy = -10.53 eV
orbital gap = 11.4 eV
structure (SMILES) = CCC.CO


iv:
The following is a DFT calculation (the ωB97M-V functional and the def2-TZVPD basis) of a cluster of 2 separate species, C4H12O in total.

```
! RIJCOSX wB97M-V def2-TZVPD def2/J DEFGRID3
* xyz 0 1
C 1.7276 1.6289 1.5365
C 1.4861 0.1309 1.5637
H 2.7851 1.8813 1.4546
H 1.2483 2.0744 0.6459
H 1.0968 2.2314 2.1996
H 1.5960 -0.3665 0.6157
H 0.4256 -0.0731 1.8091
H 1.8840 -0.3249 2.4732
C -0.9724 -1.2541 -1.5913
C -2.2594 -0.5724 -1.1514
O 0.1170 -0.4800 -1.0212
H -0.7751 -2.2538 -1.2089
H -0.9831 -1.3088 -2.6833
H -2.4843 -0.8921 -0.1327
H 0.5161 0.1110 -1.6437
H -3.0872 -1.0370 -1.6993
H -2.3209 0.5047 -1.1665
*
```

Properties
HOMO energy = -10.41 eV
orbital gap = 11.3 eV
structure (SMILES) = CCO.CC


i has the most favorable energy; the next structure is 21.6 kJ/mol above.


i:
The following is a DFT calculation (the ωB97M-V functional and the def2-TZVPD basis) of the ion CH3N2S with charge +1.

```
! RIJCOSX wB97M-V def2-TZVPD def2/J DEFGRID3
* xyz 1 1
C -0.1486 0.0448 0.3200
N -1.0052 -0.7305 -0.2907
N 0.9318 0.5773 -0.1700
S -1.3556 0.1277 1.5719
H -1.1858 -1.5919 -0.7760
H 1.5109 0.0965 -0.8286
H 1.2525 1.4761 0.1733
*
```

Properties
HOMO energy = -15.36 eV
orbital gap = 8.2 eV


ii:
The following is a DFT calculation (the ωB97M-V functional and the def2-TZVPD basis) of the ion CH3N2S with charge +1.

```
! RIJCOSX wB97M-V def2-TZVPD def2/J DEFGRID3
* xyz 1 1
C 0.1388 -0.1479 -0.1344
N 0.1687 -1.4177 0.3322
N -0.4971 0.9485 -0.2502
S 1.5776 -0.8119 -0.7431
H 0.0964 -1.4996 1.5102
H -1.4709 1.2933 0.1403
H -0.0135 1.6352 -0.8550
*
```

Properties
HOMO energy = -15.04 eV
orbital gap = 9.1 eV


iii:
The following is a DFT calculation (the ωB97M-V functional and the def2-TZVPD basis) of the ion CH3N2S with charge +1.

```
! RIJCOSX wB97M-V def2-TZVPD def2/J DEFGRID3
* xyz 1 1
C -0.4816 0.1145 0.7542
N -0.2114 0.4786 -1.5692
N 0.2843 -0.7708 1.0814
S -0.3759 1.4846 -0.3475
H -0.5291 0.9503 -2.3978
H 1.4028 -0.7106 0.9374
H -0.0892 -1.5466 1.5415
*
```

Properties
HOMO energy (spin up / spin down) = -15.30 / -14.86 eV
orbital gap (spin up / spin down) = 8.8 / 7.8 eV
structure (SMILES) = [NH+]#S#CN


ii has the most favorable energy; the next structure is 9.5 kJ/mol above.


i:
The following is a DFT calculation (the ωB97M-V functional and the def2-TZVPD basis) of an isolated molecule of C5H10.

```
! RIJCOSX wB97M-V def2-TZVPD def2/J DEFGRID3
* xyz 0 1
C -0.2728 1.1818 -2.0634
C -0.7474 -0.0474 -1.2403
C 0.1936 -0.2404 -0.0618
C -0.1375 -0.4922 1.2489
C 0.7484 -0.6724 2.3307
H -0.1673 2.2655 -1.6586
H -1.0748 1.5648 -2.9772
H 0.6102 0.8530 -2.3487
H -0.8175 -0.8871 -1.7490
H -1.6812 -0.1646 -0.9260
H 1.4382 -0.3194 -0.2988
H -1.1147 -0.7802 1.4087
H 1.6830 -0.6683 2.1453
H 0.5164 0.1219 3.2261
H 0.8234 -1.7152 2.9642
*
```

Properties
HOMO energy = -8.88 eV
orbital gap = 10.1 eV
structure (SMILES) = C/C=C/CC


ii:
The following is a DFT calculation (the ωB97M-V functional and the def2-TZVPD basis) of an isolated molecule of C5H10.

```
! RIJCOSX wB97M-V def2-TZVPD def2/J DEFGRID3
* xyz 0 1
C 2.0533 0.0296 -0.2531
C 0.7621 -0.5617 0.2986
C -0.4731 -0.0951 -0.4555
C -1.4478 0.9547 0.1358
C -1.7956 -0.4835 0.1155
H 1.9773 1.1202 -0.3094
H 2.9142 -0.2205 0.3757
H 2.2504 -0.3457 -1.2645
H 0.8547 -1.6625 0.3116
H 0.6237 -0.2745 1.3501
H -0.3572 0.5141 -1.3306
H -1.9791 1.5514 -0.6140
H -1.1243 1.4865 1.0147
H -1.6911 -0.9304 1.1021
H -2.6356 -0.8528 -0.4606
*
```

Properties
HOMO energy = -9.24 eV
orbital gap = 10.6 eV
structure (SMILES) = CCC1CC1


iii:
The following is a DFT calculation (the ωB97M-V functional and the def2-TZVPD basis) of a structure of composition C5H10.

```
! RIJCOSX wB97M-V def2-TZVPD def2/J DEFGRID3
* xyz 0 1
C -1.8820 0.6823 0.3157
C -0.4672 0.8954 -0.1739
C 0.5379 -0.0461 -0.1515
C 0.1398 -1.4673 0.0616
C 1.9730 0.3324 -0.3994
H -2.0142 0.6917 1.6449
H -2.6267 1.6075 -0.0912
H -2.3237 -0.3431 -0.2109
H -0.2131 1.9290 -0.3211
H 0.7436 -2.2962 -0.6897
H 0.3452 -1.6350 1.3422
H -1.2210 -1.6078 -0.0945
H 2.7072 -0.5252 -0.2047
H 2.0320 0.7617 -1.4547
H 2.2693 1.0208 0.4274
*
```

Properties
HOMO energy = -8.56 eV
orbital gap = 9.5 eV


iv:
The following is a DFT calculation (the ωB97M-V functional and the def2-TZVPD basis) of an isolated molecule of C5H10.

```
! RIJCOSX wB97M-V def2-TZVPD def2/J DEFGRID3
* xyz 0 1
C 0.8593 -0.3182 -2.1283
C 1.2073 0.1726 -0.7035
C -0.0743 0.5084 0.0550
C -0.2207 0.0696 1.3112
C -1.6108 -0.0230 1.9593
H 1.0053 -1.3904 -2.2490
H 1.4146 0.0831 -2.9729
H -0.2347 -0.2592 -2.1371
H 1.9304 0.9870 -0.7569
H 1.7156 -0.6015 -0.1126
H -0.7124 1.2641 -0.3914
H 0.5108 -0.5322 1.8352
H -1.4776 -0.2198 3.0190
H -2.2007 -0.6849 1.3361
H -2.1120 0.9445 1.9359
*
```

Properties
HOMO energy = -9.08 eV
orbital gap = 10.3 eV
structure (SMILES) = C/C=C/CC


iv has the most favorable energy; the next structure is 31.5 kJ/mol above.


i:
The following is a DFT calculation (the ωB97M-V functional and the def2-TZVPD basis) of a cluster of 2 separate species, C5H10 in total.

```
! RIJCOSX wB97M-V def2-TZVPD def2/J DEFGRID3
* xyz 0 1
C -1.5598 1.3222 -2.0312
C -1.5478 0.2807 -1.0934
H -0.6074 1.4362 -2.6143
H -2.4673 1.9381 -2.3556
H -0.8914 -0.5186 -1.3553
H -2.5340 0.1374 -0.6377
C 0.6566 -1.2637 1.8659
C 1.5196 -0.6146 0.7700
C 1.4332 0.7159 0.4413
H -0.3565 -0.8735 1.7582
H 0.9568 -1.0383 2.8352
H 0.5770 -2.3866 1.7257
H 2.3686 -1.2031 0.3592
H 1.9196 0.8904 -0.4926
H 0.5328 1.1777 0.8246
*
```

Properties
HOMO energy = -9.30 eV
orbital gap = 10.5 eV
structure (SMILES) = C=CC.C=C


ii:
The following is a DFT calculation (the ωB97M-V functional and the def2-TZVPD basis) of an isolated molecule of C5H10.

```
! RIJCOSX wB97M-V def2-TZVPD def2/J DEFGRID3
* xyz 0 1
C 1.8093 0.3246 0.4219
C 0.3595 0.7630 0.7395
C -0.6244 -0.1781 0.0507
C -1.1621 0.2079 -1.3794
C -0.9998 -1.3871 0.5734
H 2.0100 0.5935 -0.6843
H 1.9536 -0.7324 0.5750
H 2.3866 0.8300 1.1286
H 0.2626 0.9238 1.7580
H 0.3201 1.8112 0.2691
H -0.8136 -0.4977 -2.0532
H -2.3230 0.1567 -1.3111
H -0.9299 1.2659 -1.7132
H -1.5459 -1.7232 1.5571
H -0.7029 -2.3581 0.0679
*
```

Properties
HOMO energy = -7.73 eV
orbital gap = 8.4 eV
structure (SMILES) = C=C(C)CC


iii:
The following is a DFT calculation (the ωB97M-V functional and the def2-TZVPD basis) of a cluster of 2 separate species, C5H10 in total.

```
! RIJCOSX wB97M-V def2-TZVPD def2/J DEFGRID3
* xyz 0 1
C 0.1603 -1.0517 -1.7763
C -0.0111 -1.2212 -3.0651
H 1.0299 -0.6639 -1.2317
H -0.5821 -1.0732 -0.9833
H 0.7696 -1.3582 -3.8035
H -0.9945 -1.3814 -3.4764
C 0.8199 1.4219 1.1858
C 0.0044 0.5250 2.0676
C -1.1405 -0.0550 1.7512
H 0.6805 2.4355 1.5530
H 1.8722 1.1648 1.1861
H 0.4383 1.3536 0.1703
H 0.2761 0.4718 3.1135
H -1.7093 -0.5425 2.5313
H -1.6137 -0.0255 0.7776
*
```

Properties
HOMO energy = -9.76 eV
orbital gap = 10.9 eV
structure (SMILES) = C=CC.C=C


iii has the most favorable energy; the next structure is 93.6 kJ/mol above.


i:
The following is a DFT calculation (the ωB97M-V functional and the def2-TZVPD basis) of an isolated molecule of C5H10.

```
! RIJCOSX wB97M-V def2-TZVPD def2/J DEFGRID3
* xyz 0 1
C -1.2539 0.7972 -0.7449
C -0.3998 -0.4652 -0.7997
C 1.1065 -0.3373 -0.8942
C 0.4824 -0.8270 0.3806
C 0.4188 0.0515 1.6084
H -0.6440 1.6990 -0.8499
H -1.8174 0.8639 0.1934
H -1.9940 0.8170 -1.5549
H -0.9402 -1.2314 -1.3450
H 1.7269 -1.0248 -1.4688
H 1.4770 0.6860 -0.9039
H 0.6593 -1.8826 0.6025
H 1.3157 -0.0354 2.2307
H 0.3123 1.1021 1.3212
H -0.4496 -0.2130 2.2243
*
```

Properties
HOMO energy = -9.91 eV
orbital gap = 11.2 eV
structure (SMILES) = C[C@@H]1C[C@@H]1C


ii:
The following is a DFT calculation (the ωB97M-V functional and the def2-TZVPD basis) of an isolated molecule of C5H10.

```
! RIJCOSX wB97M-V def2-TZVPD def2/J DEFGRID3
* xyz 0 1
C -0.4000 -1.9709 -1.4224
C -0.6760 -0.9059 -0.3535
C 0.5228 0.0001 -0.1147
C 0.1703 1.0023 1.0161
C 0.5035 2.2771 1.1589
H -1.2058 -2.7080 -1.2972
H 0.3994 -2.6249 -1.0648
H -0.3107 -1.6613 -2.4576
H -0.7676 -1.5302 0.5397
H -1.5835 -0.3210 -0.4892
H 1.3473 -0.6180 0.2541
H 0.8336 0.6177 -0.9523
H -0.8325 0.7441 1.3599
H 1.5103 2.6688 1.0486
H -0.2369 3.0394 1.3783
*
```

Properties
HOMO energy = -9.13 eV
orbital gap = 10.3 eV
structure (SMILES) = C=CCCC


iii:
The following is a DFT calculation (the ωB97M-V functional and the def2-TZVPD basis) of a cluster of 2 separate species, C5H10 in total.

```
! RIJCOSX wB97M-V def2-TZVPD def2/J DEFGRID3
* xyz 0 1
C 0.6257 0.8928 -2.0499
C 1.0546 -0.3230 -2.0800
H 0.0263 1.1486 -2.8332
H 0.4651 1.3338 -1.0723
H 0.6619 -1.1688 -2.7545
H 1.7542 -0.7115 -1.2725
C -1.4848 -0.9832 1.3665
C -0.6785 0.3256 1.5331
C 0.6410 0.3736 1.1663
H -1.6686 -1.1363 0.2610
H -2.4815 -0.9761 1.8115
H -0.9597 -1.7508 1.8923
H -1.1053 1.1954 2.0693
H 1.4362 0.8089 1.7401
H 0.9231 -0.4575 0.5418
*
```

Properties
HOMO energy = -9.23 eV
orbital gap = 10.4 eV
structure (SMILES) = C=CC.C=C


iv:
The following is a DFT calculation (the ωB97M-V functional and the def2-TZVPD basis) of an isolated molecule of C5H10.

```
! RIJCOSX wB97M-V def2-TZVPD def2/J DEFGRID3
* xyz 0 1
C 0.2846 -1.7992 1.1269
C -0.8735 -1.3531 0.2550
C -0.4608 -0.1330 -0.5796
C 0.1630 1.0133 -0.1534
C 0.5320 2.2127 -0.9628
H 1.1677 -2.1618 0.6817
H 0.6264 -0.9036 1.9478
H 0.0216 -2.6463 1.5279
H -1.1191 -1.9834 -0.4429
H -1.6169 -1.0594 0.8162
H -0.7966 -0.1207 -1.4918
H 0.3629 1.2784 0.9300
H 1.6379 2.5408 -0.8442
H -0.1153 3.1418 -0.6619
H 0.1861 1.9735 -2.1488
*
```

Properties
HOMO energy = -8.93 eV
orbital gap = 10.2 eV
structure (SMILES) = C/C=C/CC


i has the most favorable energy; the next structure is 88.7 kJ/mol above.